(1)
Molecular formula: C41H27BrIN9O3RbS
Method: DFT, wB97M-V/def2-TZVPD

As for the gap between HOMO and LUMO: 5.4 eV. As for the relative energy (zero: lowest compared OMol25 entry of this formula, charge and spin): 0.135 eV. For the HOMO energy, the calculation gives -0.1591 Ha. As for the largest force on an atom: 0.87 eV/A.

The geometry in ORCA input format:
```
! wB97M-V def2-TZVPD RIJCOSX def2/J DEFGRID3
* xyz -1 1
Rb 0.946 -0.974 -0.558
C -3.308 -2.667 1.598
C -2.176 -2.691 2.578
N -2.442 -2.803 3.854
C -1.421 -2.801 4.742
C -0.106 -2.680 4.374
C 0.964 -2.653 5.430
O 1.894 -3.726 5.352
C 0.215 -2.596 3.002
C 1.602 -2.332 2.613
N 2.331 -2.693 1.622
C 2.037 -3.709 0.699
C 1.105 -4.732 0.893
C 0.968 -5.760 -0.021
C 1.747 -5.790 -1.169
C 2.687 -4.796 -1.385
C 2.835 -3.782 -0.452
I 4.334 -2.354 -0.764
C -0.831 -2.565 2.042
O -0.639 -2.383 0.805
H -4.223 -2.994 2.088
H -3.084 -3.297 0.737
H -3.460 -1.658 1.205
H -1.693 -2.914 5.785
H 0.493 -2.743 6.410
H 1.497 -1.692 5.409
H 2.233 -3.779 4.453
H 2.127 -1.652 3.293
H 0.488 -4.717 1.780
H 0.234 -6.534 0.159
H 1.627 -6.584 -1.895
H 3.308 -4.806 -2.270
Br -6.406 -0.010 -0.796
C -5.555 0.706 -2.335
C -4.646 -0.071 -3.038
C -4.003 0.462 -4.141
C -4.260 1.772 -4.548
C -5.215 2.510 -3.859
C -5.853 1.993 -2.743
N -3.729 2.341 -5.743
N -2.520 2.211 -6.059
C -1.536 1.741 -5.194
C -0.544 0.980 -5.814
C 0.391 0.247 -5.120
C 0.436 0.249 -3.698
O 1.210 -0.472 -3.032
C -0.487 1.211 -3.035
N -0.349 1.355 -1.698
C -1.079 2.250 -1.075
C -1.975 3.099 -1.738
C -2.145 2.948 -3.087
C -1.428 1.953 -3.784
H -4.430 -1.080 -2.717
H -3.280 -0.138 -4.677
H -5.447 3.509 -4.210
H -6.576 2.584 -2.198
H -0.585 0.931 -6.897
H 1.107 -0.379 -5.634
H -0.946 2.320 0.001
H -2.518 3.857 -1.189
H -2.815 3.603 -3.626
S 4.161 6.029 3.662
N 4.673 5.324 2.299
C 3.868 4.300 2.071
C 3.957 3.385 0.945
C 4.922 3.505 -0.055
C 4.914 2.601 -1.092
C 3.942 1.598 -1.094
N 3.033 1.468 -0.147
C 3.026 2.345 0.859
C 1.971 2.186 1.892
N 1.120 1.169 1.742
C 0.162 1.004 2.639
C -0.010 1.843 3.742
C 0.864 2.893 3.906
C 1.879 3.076 2.967
C 2.853 4.151 3.056
N 2.908 5.067 4.008
H 5.648 4.305 0.001
H 5.636 2.660 -1.895
H 3.889 0.875 -1.902
H -0.498 0.156 2.485
H -0.811 1.656 4.444
H 0.785 3.577 4.741
*
```

=====

(2)
Molecular formula: C21H21NO4
Method: DFT, wB97M-V/def2-TZVPD

As for the gap between HOMO and LUMO: 8.6 eV. The SMILES is COc1cc2c(cc1OC)CN(C(=O)c1oc3ccccc3c1C)CC2. As for the relative energy (zero: lowest compared OMol25 entry of this formula, charge and spin): 1.628 eV. For the HOMO energy, the calculation gives -0.2938 Ha. As for the largest force on an atom: 1.26 eV/A.

The geometry in ORCA input format:
```
! wB97M-V def2-TZVPD RIJCOSX def2/J DEFGRID3
* xyz 0 1
C -6.171 -1.419 0.855
O -5.572 -0.174 0.577
C -4.279 -0.075 0.157
C -3.854 1.239 -0.028
C -2.578 1.534 -0.463
C -1.692 0.496 -0.713
C -2.088 -0.815 -0.521
C -3.375 -1.125 -0.094
O -3.802 -2.418 0.097
C -2.893 -3.468 -0.115
C -0.315 0.892 -1.162
N 0.195 1.920 -0.276
C 1.407 1.971 0.316
O 1.737 2.956 0.967
C 2.360 0.848 0.168
O 1.932 -0.454 0.061
C 3.041 -1.226 0.023
C 3.103 -2.607 -0.079
C 4.360 -3.177 -0.105
C 5.517 -2.398 -0.031
C 5.453 -1.026 0.071
C 4.196 -0.426 0.099
C 3.726 0.923 0.208
C 4.583 2.131 0.316
C -0.682 3.053 0.000
C -2.046 2.918 -0.676
H -7.183 -1.177 1.178
H -6.214 -2.055 -0.031
H -5.651 -1.949 1.655
H -4.566 2.023 0.179
H -1.376 -1.602 -0.711
H -3.446 -4.378 0.115
H -2.027 -3.394 0.551
H -2.553 -3.506 -1.155
H 0.353 0.036 -1.171
H -0.366 1.303 -2.183
H 2.206 -3.204 -0.133
H 4.453 -4.250 -0.184
H 6.479 -2.888 -0.055
H 6.348 -0.426 0.130
H 5.164 2.264 -0.597
H 5.279 2.016 1.146
H 3.967 3.008 0.489
H -0.808 3.120 1.086
H -0.179 3.972 -0.322
H -1.941 3.102 -1.750
H -2.723 3.669 -0.271
*
```

=====

(3)
Molecular formula: C25H45Cl28F3N2O3
Method: DFT, wB97M-V/def2-TZVPD

As for the gap between HOMO and LUMO: 9.6 eV. As for the relative energy (zero: lowest compared OMol25 entry of this formula, charge and spin): 2.655 eV. For the HOMO energy, the calculation gives -0.3572 Ha. As for the largest force on an atom: 4.33 eV/A.

The geometry in ORCA input format:
```
! wB97M-V def2-TZVPD RIJCOSX def2/J DEFGRID3
* xyz 0 1
C -5.890 -3.647 1.883
C -6.788 -3.620 0.555
N -6.028 -3.609 -0.728
C -5.374 -2.298 -0.996
C -4.580 -2.211 -2.383
C -3.457 -1.052 -2.421
C -2.264 -1.389 -3.466
F -1.647 -2.621 -3.156
F -1.235 -0.411 -3.320
F -2.675 -1.347 -4.812
C -4.281 0.296 -2.813
C -3.669 1.302 -1.706
O -2.480 2.040 -2.059
N -3.275 0.481 -0.516
C -2.635 -0.714 -1.089
O -1.678 -1.304 -0.558
C -5.084 -4.737 -0.712
C -3.557 -4.688 -0.259
O -5.519 -5.847 -1.132
H -4.912 -3.050 1.800
H -5.559 -4.719 2.152
H -6.457 -3.252 2.789
H -7.447 -4.561 0.590
H -7.482 -2.706 0.632
H -6.229 -1.526 -1.066
H -4.765 -2.001 -0.078
H -4.074 -3.177 -2.710
H -5.338 -1.960 -3.214
H -5.340 0.058 -2.479
H -4.109 0.603 -3.905
H -4.397 2.051 -1.253
H -2.260 2.614 -1.292
H -4.073 0.260 0.112
H -3.068 -3.677 -0.441
H -3.535 -4.935 0.865
H -2.998 -5.547 -0.782
C -2.147 1.820 2.509
Cl -2.353 1.880 4.266
Cl -1.608 3.380 1.873
H -1.403 1.062 2.267
H -3.099 1.561 2.051
C 1.847 2.216 1.809
Cl 1.047 0.641 1.868
Cl 2.664 2.578 3.335
H 2.582 2.208 1.008
H 1.101 2.985 1.617
C 5.022 5.481 4.013
Cl 6.265 6.469 4.793
Cl 5.147 5.571 2.251
H 5.146 4.445 4.324
H 4.039 5.843 4.317
C -6.436 1.147 2.145
Cl -5.324 0.084 3.013
Cl -6.239 0.971 0.397
H -7.458 0.891 2.418
H -6.228 2.180 2.421
C 1.345 -1.510 -5.101
Cl 2.562 -0.513 -4.289
Cl 1.523 -1.425 -6.857
H 1.462 -2.546 -4.783
H 0.356 -1.150 -4.827
C 4.482 -2.491 -1.532
Cl 4.177 -4.225 -1.370
Cl 4.438 -1.685 0.042
H 5.464 -2.344 -1.977
H 3.718 -2.055 -2.173
C 7.849 -2.960 1.343
Cl 8.965 -3.984 2.255
Cl 8.087 -3.147 -0.398
H 6.827 -3.240 1.592
H 8.023 -1.920 1.614
C -4.399 -8.871 -2.469
Cl -4.490 -9.642 -4.058
Cl -2.789 -9.047 -1.758
H -4.622 -7.811 -2.577
H -5.128 -9.335 -1.808
C 2.600 5.729 -0.397
Cl 3.625 4.290 -0.445
Cl 0.911 5.310 -0.082
H 2.953 6.388 0.395
H 2.665 6.238 -1.357
C 1.225 6.890 4.920
Cl 2.354 5.838 5.783
Cl 1.394 6.712 3.169
H 0.208 6.625 5.205
H 1.427 7.924 5.192
C 4.504 9.830 4.272
Cl 3.745 9.645 5.859
Cl 4.286 8.380 3.286
H 4.051 10.677 3.760
H 5.569 10.008 4.408
C 5.328 -4.556 -5.405
Cl 4.607 -3.077 -4.759
Cl 4.277 -5.953 -5.143
H 5.490 -4.432 -6.474
H 6.279 -4.732 -4.906
C 8.684 7.758 7.156
Cl 8.486 7.804 8.912
Cl 9.203 9.328 6.530
H 9.435 7.011 6.904
H 7.732 7.493 6.700
C 0.676 -5.956 -5.886
Cl -0.011 -4.468 -5.224
Cl -0.414 -7.318 -5.617
H 0.834 -5.830 -6.956
H 1.625 -6.158 -5.396
*
```

=====

(4)
Molecular formula: C8H9IN3S
Method: DFT, wB97M-V/def2-TZVPD

As for the gap between HOMO and LUMO: 7.7 eV. As for the relative energy (zero: lowest compared OMol25 entry of this formula, charge and spin): 0.000 eV. For the HOMO energy, the calculation gives -0.4519 Ha. As for the largest force on an atom: 3.79 eV/A.

The geometry in ORCA input format:
```
! wB97M-V def2-TZVPD RIJCOSX def2/J DEFGRID3
* xyz 1 1
C 0.573 -3.182 -0.126
C 1.482 -2.824 -1.120
C 0.391 -2.294 0.950
C 2.123 -1.585 -1.057
C 1.045 -1.083 1.019
C 1.910 -0.751 0.024
C -1.963 1.442 -0.610
C -0.541 2.654 0.571
N -0.638 1.751 -0.360
N -2.688 2.162 0.285
N -1.773 2.866 1.087
S -2.469 0.424 -1.809
I 2.777 1.234 0.072
H -0.068 -4.066 -0.216
H 1.546 -3.475 -1.991
H -0.512 -2.577 1.624
H 2.698 -1.319 -1.909
H 0.809 -0.431 1.850
H 0.259 1.441 -0.720
H -3.493 2.697 0.012
H -1.890 3.753 1.530
H 0.420 3.162 0.891
*
```

=====

(5)
Molecular formula: C39H33N10O4STi
Method: DFT, wB97M-V/def2-TZVPD

As for the gap between HOMO and LUMO (spin up / spin down): 5.1 / 6.8 eV. As for the relative energy (zero: lowest compared OMol25 entry of this formula, charge and spin): 1.693 eV. For the HOMO energy (spin up / spin down), the calculation gives -0.1055 / -0.1738 Ha. As for the largest force on an atom: 1.25 eV/A.

The geometry in ORCA input format:
```
! wB97M-V def2-TZVPD RIJCOSX def2/J DEFGRID3
* xyz -1 3
Ti -0.819 -0.961 -0.353
O 0.781 -0.335 0.349
C 1.744 -1.012 0.975
C 2.361 -0.453 2.094
C 3.370 -1.142 2.744
C 3.776 -2.388 2.285
C 3.155 -2.939 1.173
C 2.139 -2.270 0.500
C 1.442 -2.925 -0.675
N 0.002 -2.720 -0.625
C -0.769 -3.751 -1.297
C -2.152 -3.767 -0.648
N -2.521 -2.363 -0.537
C -3.728 -1.977 -0.678
C -4.062 -0.619 -1.054
C -5.369 -0.129 -0.959
C -5.714 1.068 -1.546
C -4.756 1.757 -2.300
C -3.470 1.282 -2.435
C -3.087 0.111 -1.765
O -1.833 -0.307 -1.852
H 2.028 0.520 2.432
H 3.844 -0.704 3.614
H 4.565 -2.930 2.791
H 3.461 -3.915 0.812
H 1.645 -4.004 -0.586
H -0.295 -4.736 -1.180
H -0.868 -3.563 -2.375
H -2.103 -4.221 0.342
H -2.879 -4.304 -1.263
H -4.537 -2.714 -0.677
H -6.108 -0.707 -0.414
H -6.716 1.462 -1.443
H -5.023 2.688 -2.784
H -2.716 1.819 -3.001
O -0.816 3.006 -2.887
S 0.625 2.995 -2.702
O 1.383 3.738 -3.690
N 1.084 1.510 -2.454
C 2.393 1.163 -2.399
C 3.477 2.064 -2.329
C 4.785 1.637 -2.219
C 5.096 0.271 -2.187
C 4.089 -0.661 -2.238
C 4.384 -2.084 -2.279
C 3.395 -2.974 -2.252
C 1.979 -2.516 -2.092
N 1.707 -1.125 -2.312
C 2.699 -0.266 -2.312
C 0.909 3.835 -1.140
C 0.775 5.215 -1.074
C 0.948 5.866 0.138
C 1.269 5.139 1.279
C 1.418 3.763 1.205
C 1.235 3.105 -0.004
H 3.283 3.123 -2.381
H 5.578 2.373 -2.166
H 6.126 -0.060 -2.128
H 5.422 -2.387 -2.362
H 3.589 -4.040 -2.316
H 1.345 -3.086 -2.786
H 0.540 5.770 -1.974
H 0.840 6.942 0.193
H 1.403 5.649 2.226
H 1.662 3.192 2.093
H 1.333 2.028 -0.076
N -0.473 -3.643 2.048
C -0.990 -2.533 2.642
N -1.155 -2.637 3.963
C -1.751 -1.579 4.533
N -1.947 -1.667 5.889
N -2.127 -0.476 3.934
C -1.840 -0.411 2.609
N -1.316 -1.469 1.886
C -2.062 0.792 1.920
C -2.588 1.949 2.546
C -2.671 3.113 1.838
C -2.223 3.143 0.503
C -1.755 1.981 -0.056
N -1.698 0.812 0.605
H 0.029 -4.229 2.696
H -0.049 -3.470 1.142
H -1.924 -2.595 6.272
H -2.621 -1.025 6.266
H -2.894 1.878 3.580
H -3.064 4.007 2.306
H -2.220 4.049 -0.087
H -1.403 1.972 -1.077
*
```

=====

(6)
Molecular formula: C4H4O
Method: DFT, wB97M-V/def2-TZVPD

As for the gap between HOMO and LUMO: 10.7 eV. The SMILES is CC#CC=O. As for the relative energy (zero: lowest compared OMol25 entry of this formula, charge and spin): 1.461 eV. For the HOMO energy, the calculation gives -0.3773 Ha. As for the largest force on an atom: 0.54 eV/A.

The geometry in ORCA input format:
```
! wB97M-V def2-TZVPD RIJCOSX def2/J DEFGRID3
* xyz 0 1
C -1.790 0.201 -0.038
C -0.346 0.066 -0.044
C 0.858 0.113 -0.115
C 2.242 -0.255 0.053
O 3.222 0.358 -0.297
H -2.018 1.263 -0.146
H -2.231 -0.173 0.890
H -2.222 -0.346 -0.881
H 2.286 -1.226 0.579
*
```

=====

(7)
Molecular formula: C26H51NO14
Method: DFT, wB97M-V/def2-TZVPD

As for the gap between HOMO and LUMO: 9.9 eV. The SMILES is COCCCCCCCCC[C@H]1CCNC1=O.COC(=O)OC.COC(=O)OC.COC(=O)OC.COC(=O)OC. For the HOMO energy, the calculation gives -0.3443 Ha. As for the largest force on an atom: 8.02 eV/A.

The geometry in ORCA input format:
```
! wB97M-V def2-TZVPD RIJCOSX def2/J DEFGRID3
* xyz 0 1
C -0.528 -3.188 0.350
O -0.681 -3.408 -1.096
C -2.102 -3.460 -1.502
C -2.599 -1.894 -1.806
C -4.139 -1.625 -1.317
C -4.797 -0.208 -1.797
C -3.764 1.056 -1.910
C -3.512 1.863 -0.486
C -2.085 2.714 -0.467
C -0.749 1.768 -0.578
C 0.103 1.964 -1.984
C 1.558 1.205 -1.991
C 2.048 0.348 -0.678
C 3.341 -0.527 -1.217
N 2.997 -0.829 -2.685
C 1.860 0.059 -3.139
O 1.271 -0.146 -4.327
H 0.579 -3.375 0.749
H -1.224 -3.860 1.023
H -0.786 -2.065 0.644
H -2.164 -4.061 -2.507
H -2.805 -3.887 -0.656
H -2.356 -1.567 -2.903
H -1.904 -1.223 -1.106
H -4.159 -1.787 -0.138
H -4.843 -2.487 -1.751
H -5.269 -0.369 -2.876
H -5.733 0.006 -1.089
H -4.295 1.852 -2.627
H -2.731 0.823 -2.408
H -4.367 2.694 -0.427
H -3.663 1.190 0.470
H -2.088 3.626 -1.230
H -2.046 3.216 0.615
H -1.040 0.648 -0.395
H 0.010 2.058 0.296
H -0.513 1.515 -2.898
H 0.251 3.122 -2.231
H 2.404 1.999 -2.168
H 1.276 -0.460 -0.324
H 2.302 1.055 0.219
H 4.367 0.039 -1.329
H 3.331 -1.565 -0.645
H 2.835 -1.862 -2.657
C 0.761 5.655 -0.301
O 1.818 6.057 0.568
C 2.767 5.109 0.769
O 2.777 3.989 0.281
O 3.703 5.621 1.607
C 4.772 4.726 1.910
H 0.060 6.490 -0.390
H 1.148 5.423 -1.298
H 0.223 4.798 0.117
H 5.319 4.457 1.001
H 4.395 3.832 2.416
H 5.461 5.240 2.587
C -3.218 -9.859 2.036
O -2.245 -9.657 1.014
C -2.037 -8.356 0.690
O -2.599 -7.394 1.190
O -1.095 -8.310 -0.286
C -0.773 -6.993 -0.729
H -3.303 -10.935 2.214
H -2.904 -9.380 2.968
H -4.196 -9.485 1.717
H -0.361 -6.399 0.093
H -1.654 -6.504 -1.159
H -0.011 -7.076 -1.509
C 8.000 9.674 -1.945
O 7.682 8.315 -1.649
C 6.361 8.020 -1.733
O 5.469 8.799 -2.030
O 6.203 6.706 -1.430
C 4.852 6.251 -1.478
H 9.082 9.797 -1.846
H 7.717 9.921 -2.973
H 7.511 10.348 -1.234
H 4.444 6.362 -2.488
H 4.237 6.789 -0.749
H 4.844 5.189 -1.219
C -3.946 -2.641 6.605
O -3.005 -2.887 5.563
C -3.239 -4.021 4.855
O -4.156 -4.806 5.041
O -2.277 -4.131 3.905
C -2.398 -5.287 3.078
H -3.662 -1.710 7.104
H -4.954 -2.518 6.194
H -3.924 -3.448 7.344
H -3.343 -5.269 2.526
H -2.314 -6.200 3.676
H -1.578 -5.272 2.355
*
```

=====

(8)
Molecular formula: C6H31NO10
Method: DFT, wB97M-V/def2-TZVPD

As for the gap between HOMO and LUMO: 9.5 eV. The SMILES is C=C/C=C/CNC.O.O.O.O.O.O.O.O.O.O. As for the relative energy (zero: lowest compared OMol25 entry of this formula, charge and spin): 3.444 eV. For the HOMO energy, the calculation gives -0.3382 Ha. As for the largest force on an atom: 3.04 eV/A.

The geometry in ORCA input format:
```
! wB97M-V def2-TZVPD RIJCOSX def2/J DEFGRID3
* xyz 0 1
C 2.079 3.500 0.889
C 1.582 2.793 -0.127
C 0.188 2.506 -0.542
C -0.299 1.265 -0.571
C -1.618 1.074 -1.323
N -2.004 -0.364 -1.253
C -3.419 -0.538 -1.601
H 1.420 3.829 1.691
H 3.147 3.604 1.074
H 2.355 2.431 -0.803
H -0.366 3.372 -0.911
H 0.161 0.335 -0.293
H -2.321 1.772 -0.918
H -1.390 1.154 -2.401
H -1.363 -0.827 -1.881
H -4.028 0.372 -1.493
H -3.943 -1.223 -0.886
H -3.476 -0.868 -2.641
O -2.274 3.135 1.747
H -2.220 2.561 0.966
H -1.463 3.645 1.603
O -0.991 1.226 3.184
H -1.156 2.041 2.653
H -0.767 1.586 4.051
O -1.717 -3.068 0.233
H -1.387 -2.194 0.550
H -1.769 -2.745 -0.682
O 3.941 -1.489 -1.193
H 4.553 -2.226 -1.102
H 3.134 -1.798 -0.764
O 1.364 -3.818 -0.900
H 0.709 -4.062 -1.575
H 0.688 -3.551 -0.250
O 2.211 -0.636 1.521
H 1.603 -1.329 1.853
H 1.998 0.169 2.003
O 0.868 -1.060 -1.682
H 1.199 -1.956 -1.814
H 1.646 -0.460 -1.949
O -1.977 -1.000 1.858
H -1.746 -0.140 2.280
H -2.102 -0.683 0.945
O 2.802 0.344 -2.728
H 3.392 -0.320 -2.271
H 2.648 1.135 -2.206
O 0.386 -2.426 2.413
H -0.358 -2.817 1.945
H 0.081 -2.252 3.303
*
```